Entry 1:
{
  "formula": "C42H54F24IN2O8PS",
  "method": "wB97M-V/def2-TZVPD",
  "energy_ev": -157231.454,
  "homo_lumo_gap_ev": 8.43,
  "species": ["C", "O", "C", "C", "C", "C", "C", "C", "C", "C", "C", "C", "N", "C", "O", "C", "C", "S", "C", "P", "N", "C", "C", "C", "C", "C", "C", "O", "C", "C", "C", "C", "O", "I", "C", "C", "O", "H", "H", "H", "H", "H", "H", "H", "H", "H", "H", "H", "H", "H", "H", "H", "H", "H", "H", "H", "H", "H", "H", "H", "H", "H", "H", "H", "H", "H", "H", "H", "H", "H", "H", "H", "H", "H", "H", "H", "H", "H", "H", "F", "C", "F", "C", "F", "F", "C", "O", "C", "F", "F", "C", "F", "F", "H", "H", "H", "H", "F", "C", "F", "C", "F", "F", "C", "O", "C", "F", "F", "C", "F", "F", "H", "H", "H", "H", "F", "C", "F", "C", "F", "F", "C", "O", "C", "F", "F", "C", "F", "F", "H", "H", "H", "H"],
  "xyz": [[-4.558854, -7.344747, 4.535903], [-4.465855, -6.663818, 3.292812], [-3.206655, -6.762583, 2.649858], [-2.777979, -5.381504, 2.124950], [-1.254204, -5.181451, 2.060597], [-0.665894, -5.370417, 0.655445], [0.831300, -5.000662, 0.619010], [1.260849, -4.195277, -0.631890], [1.789697, -2.803541, -0.283719], [2.632876, -2.181468, -1.399992], [3.639287, -1.125931, -0.884578], [3.453804, 0.264187, -1.539081], [3.390418, 1.353681, -0.519124], [4.135046, 2.516264, -0.877322], [5.220136, 2.812404, -0.470539], [3.253022, 3.340715, -1.783325], [3.570216, 4.327142, -2.664724], [5.293787, 4.736452, -2.797208], [2.501735, 4.912611, -3.384262], [2.823739, 6.281125, -4.566344], [1.834386, 7.495444, -4.447736], [1.190241, 4.470663, -3.186578], [0.039658, 5.067278, -3.985250], [-0.416640, 4.125780, -5.133859], [0.564796, 4.091169, -6.308347], [0.528374, 5.305721, -7.275727], [-0.828383, 5.714513, -7.848615], [-1.197216, 4.952084, -8.991428], [-1.785726, 3.697990, -8.678110], [0.905193, 3.480947, -2.217771], [-0.495387, 2.985869, -1.836772], [-0.931348, 3.854020, -0.650971], [-0.360083, 3.891748, 0.378954], [-2.657443, 5.109739, -0.970615], [1.958999, 2.921675, -1.536044], [2.012122, 1.810543, -0.505130], [1.156378, 1.380080, 0.195809], [-4.513357, -6.606231, 5.343411], [-5.542612, -7.811359, 4.597283], [-3.779643, -8.089026, 4.675741], [-3.318359, -7.436279, 1.792880], [-2.430686, -7.123711, 3.328224], [-3.205382, -4.665949, 2.830943], [-3.263957, -5.189588, 1.166721], [-0.788487, -5.877814, 2.763593], [-1.023608, -4.173568, 2.412043], [-1.260193, -4.757885, -0.025236], [-0.814625, -6.421618, 0.397154], [1.393781, -5.934742, 0.668398], [1.071767, -4.457126, 1.535054], [2.014310, -4.780505, -1.165091], [0.393019, -4.147329, -1.292941], [2.398178, -2.890030, 0.617498], [0.917957, -2.177072, -0.076712], [3.211098, -2.998508, -1.841090], [2.007415, -1.791925, -2.206219], [4.660302, -1.461845, -1.050128], [3.454394, -0.974616, 0.176408], [2.513722, 0.218480, -2.098896], [4.229812, 0.469773, -2.277828], [5.352432, 5.108955, -4.080125], [2.758448, 5.678525, -5.837224], [4.144711, 6.707156, -4.375578], [2.311941, 8.364307, -4.246590], [-0.774625, 5.244013, -3.287926], [0.326381, 6.016485, -4.429503], [-1.440401, 4.356044, -5.421360], [-0.449378, 3.110796, -4.729122], [1.564374, 4.074948, -5.865076], [0.481704, 3.148227, -6.848083], [1.134098, 5.030095, -8.142941], [1.023284, 6.152108, -6.793651], [-1.623570, 5.699568, -7.099375], [-0.747702, 6.742327, -8.206331], [-1.174978, 2.879787, -9.066460], [-2.771016, 3.661732, -9.149375], [-1.913752, 3.571456, -7.610854], [-0.373998, 1.961432, -1.491385], [-1.210600, 3.057245, -2.644272], [-3.100945, -0.529892, -2.478724], [-3.572864, -0.285457, -3.718412], [-2.543705, 0.197286, -4.451140], [-4.699189, 0.749860, -3.714994], [-4.223924, 1.963253, -3.359270], [-5.106732, 0.849758, -5.014120], [-5.941062, 0.408909, -2.891369], [-6.023384, 0.934873, -1.587741], [-5.364275, 0.304781, -0.569923], [-4.924675, -0.908761, -0.954892], [-6.249711, 0.105810, 0.427987], [-4.240473, 1.168738, 0.014234], [-3.388124, 1.618216, -0.938941], [-3.539895, 0.427295, 0.898690], [-3.908331, -1.225876, -4.163152], [-6.773178, 0.876128, -3.415739], [-6.141756, -0.663283, -2.908062], [-4.662765, 2.037291, 0.523423], [-3.581245, -7.591530, 8.221282], [-3.118202, -8.844657, 8.042874], [-3.028823, -9.064332, 6.708570], [-4.046258, -9.897990, 8.649871], [-5.212884, -9.940614, 7.972640], [-3.418929, -11.092237, 8.437906], [-4.324372, -9.829597, 10.156650], [-5.509855, -9.197309, 10.594943], [-5.583203, -7.839546, 10.767470], [-4.362969, -7.271393, 10.750461], [-6.099692, -7.627364, 11.997629], [-6.541051, -7.173945, 9.772427], [-6.221104, -7.486046, 8.501435], [-6.457027, -5.832710, 9.915002], [-2.116001, -8.917939, 8.473849], [-4.465018, -10.867314, 10.454828], [-3.452530, -9.475933, 10.708673], [-7.565441, -7.496661, 9.968704], [7.812832, 7.917575, 1.387054], [6.483128, 7.807534, 1.581536], [6.139662, 8.656402, 2.579389], [6.072471, 6.388403, 1.978545], [6.551942, 6.088735, 3.205222], [4.710857, 6.424721, 2.085311], [6.386592, 5.246224, 1.004913], [7.550771, 4.470821, 1.217365], [8.778442, 4.869214, 0.769333], [8.684606, 5.889067, -0.107015], [9.313498, 3.823499, 0.097742], [9.747980, 5.185105, 1.914082], [9.229655, 6.091890, 2.763788], [10.889641, 5.695020, 1.395426], [5.960163, 8.114158, 0.671266], [5.581871, 4.529319, 1.143772], [6.310811, 5.572317, -0.033218], [9.978083, 4.273006, 2.468167]],
  "forces_ev_per_angstrom": [[-0.4, 0.6, 0.0], [0.2, -0.3, 0.1], [-0.1, 0.6, -0.6], [-0.1, -0.1, 0.6], [-0.4, 0.0, -0.3], [0.0, 0.0, 0.9], [-0.4, -0.3, -0.3], [-0.1, -0.6, 0.4], [-0.3, -0.2, -0.6], [0.6, -0.4, 0.1], [-0.7, 0.5, -0.4], [0.2, -0.9, 0.3], [-0.4, 0.0, 0.3], [-0.1, 0.5, -0.8], [0.2, -0.3, -0.1], [0.3, -1.0, 1.4], [0.2, 0.7, -0.9], [0.2, -0.1, 0.2], [0.7, -0.2, -0.2], [-0.8, 1.2, 0.3], [0.2, -0.1, -0.1], [-0.6, 0.2, -0.1], [0.1, -0.6, -0.5], [0.4, -0.5, 0.6], [-0.1, 0.5, 0.0], [0.0, -0.8, 0.1], [0.3, 0.3, -0.3], [0.0, -0.1, 0.5], [-0.1, 0.2, -0.5], [-0.6, -0.3, 0.0], [0.5, 0.9, -0.2], [0.2, -0.5, 0.1], [-0.1, 0.2, 0.1], [-0.2, 0.0, -0.1], [-0.1, 0.3, -0.1], [0.6, 0.5, -0.5], [-0.3, -0.4, -0.1], [0.2, -0.1, 0.1], [0.1, -0.2, 0.0], [0.0, -0.1, -0.1], [0.2, -0.3, 0.2], [-0.1, -0.2, 0.1], [0.0, 0.0, 0.0], [0.1, 0.1, -0.1], [0.2, 0.1, 0.0], [0.1, 0.0, 0.0], [0.1, 0.0, -0.2], [0.0, 0.1, -0.4], [0.2, 0.1, 0.0], [0.1, 0.1, -0.1], [0.1, 0.2, -0.1], [0.1, 0.2, -0.2], [0.0, 0.1, 0.1], [0.2, 0.2, 0.3], [-0.1, 0.0, -0.1], [-0.1, 0.1, 0.0], [0.1, 0.0, 0.3], [0.3, -0.1, 0.1], [0.0, 0.3, 0.0], [0.1, 0.2, 0.1], [-0.2, -0.1, 0.0], [0.5, -0.2, 0.2], [0.1, -0.5, -0.1], [-0.1, 0.0, 0.0], [-0.2, 0.2, -0.1], [-0.1, 0.2, 0.3], [0.0, 0.2, -0.1], [-0.2, -0.1, 0.0], [0.1, -0.3, -0.1], [-0.2, 0.0, -0.1], [0.1, 0.2, 0.0], [-0.3, 0.2, 0.0], [-0.1, -0.1, 0.0], [0.0, 0.0, 0.0], [0.0, 0.0, 0.0], [0.0, -0.1, 0.0], [0.0, -0.1, 0.3], [-0.4, 0.0, 0.2], [-0.1, -0.1, -0.1], [0.1, 0.1, -0.2], [0.3, -0.2, -0.1], [0.1, 0.1, -0.1], [0.0, 0.4, 0.2], [0.0, -0.1, -0.1], [0.0, -0.2, 0.0], [-0.8, -0.2, -0.4], [0.5, 0.2, 0.0], [-0.2, -0.3, -0.1], [-0.1, 0.0, 0.4], [0.0, 0.0, 0.1], [0.3, 0.3, 0.3], [-0.1, -0.3, 0.2], [0.0, 0.0, -0.1], [-0.1, 0.0, 0.0], [0.1, 0.1, 0.0], [0.2, 0.0, 0.0], [-0.1, 0.0, 0.0], [-0.1, -0.1, 0.0], [0.3, 0.1, -0.2], [0.0, -0.1, 0.1], [-0.6, 0.0, 0.0], [0.1, 0.1, 0.0], [0.2, 0.0, 0.1], [0.3, -0.4, 0.6], [-0.2, 0.2, -0.6], [0.3, -0.3, 0.3], [-0.1, 0.1, -0.1], [-0.1, 0.1, 0.0], [-0.2, 0.1, -0.1], [0.0, 0.0, 0.1], [0.0, 0.0, 0.0], [0.0, 0.0, 0.0], [0.0, 0.0, -0.1], [0.0, 0.2, -0.2], [0.0, 0.0, 0.1], [0.0, -0.1, 0.0], [-0.2, 0.3, 0.0], [0.0, -0.1, 0.0], [0.3, -0.4, 0.4], [0.0, 0.1, 0.0], [-0.1, 0.1, -0.2], [-0.4, -0.3, -0.5], [0.3, 0.4, 0.5], [-0.5, -0.1, -0.4], [0.1, 0.0, 0.1], [0.1, 0.0, 0.0], [0.2, 0.0, 0.2], [0.0, 0.0, -0.1], [0.0, 0.0, 0.0], [0.0, 0.0, 0.0], [0.0, 0.0, 0.1], [0.1, 0.2, 0.1], [0.0, 0.0, -0.1]]
}


Entry 2:
{
  "formula": "C42H54N7O3PS3SiSn",
  "method": "wB97M-V/def2-TZVPD",
  "energy_ev": -116499.690,
  "homo_lumo_gap_ev": 7.42,
  "total_charge": 2,
  "species": ["Sn", "C", "C", "N", "N", "C", "S", "N", "N", "H", "H", "H", "H", "H", "H", "C", "C", "C", "C", "C", "C", "P", "C", "C", "C", "C", "C", "C", "C", "C", "C", "C", "C", "C", "H", "H", "H", "H", "H", "H", "H", "H", "H", "H", "H", "H", "H", "H", "C", "C", "C", "C", "O", "Si", "S", "O", "C", "C", "C", "C", "O", "C", "C", "C", "C", "H", "H", "H", "H", "H", "H", "H", "H", "H", "H", "H", "H", "H", "H", "H", "H", "H", "H", "H", "H", "H", "H", "H", "H", "H", "H", "H", "S", "C", "C", "N", "C", "H", "H", "H", "N", "C", "C", "C", "C", "N", "C", "C", "H", "H", "H", "H"],
  "xyz": [[-0.246535, -0.392657, 0.213089], [-1.829015, 4.335471, -4.326891], [-0.742682, 3.398930, -3.961200], [0.264265, 3.071952, -4.701437], [0.965551, 2.187986, -3.966309], [0.433224, 1.956831, -2.760146], [1.168683, 0.920173, -1.622015], [-0.671813, 2.731641, -2.748930], [-1.511458, 2.946446, -1.665723], [-1.627480, 4.722789, -5.321642], [-1.876399, 5.173124, -3.628754], [-2.794805, 3.826449, -4.337712], [1.825260, 1.801381, -4.322541], [-1.948872, 2.065121, -1.404550], [-2.235251, 3.591456, -1.956301], [-1.480030, -5.232022, 2.724236], [-1.976934, -4.836085, 1.491297], [-1.171282, -4.116802, 0.620635], [0.146083, -3.817562, 0.964964], [0.649362, -4.234918, 2.196345], [-0.166413, -4.937064, 3.069576], [1.089257, -2.818106, -0.229415], [2.076338, -3.964420, -1.210091], [3.091685, -3.438219, -2.011742], [3.886283, -4.291455, -2.756804], [3.656015, -5.661694, -2.720508], [2.622724, -6.179947, -1.953084], [1.822617, -5.334075, -1.200908], [2.222890, -1.921241, 0.859710], [3.476234, -2.357073, 1.288345], [4.134121, -1.636180, 2.274083], [3.553439, -0.505721, 2.832428], [2.308658, -0.052879, 2.394497], [1.692532, -0.764116, 1.389411], [-2.113902, -5.771235, 3.416404], [-2.997105, -5.068260, 1.210044], [-1.557270, -3.794142, -0.338123], [1.673241, -4.016302, 2.471001], [0.224566, -5.257834, 4.026448], [3.260493, -2.367298, -2.038480], [4.686014, -3.892224, -3.366030], [4.280300, -6.327080, -3.301684], [2.442478, -7.246409, -1.933753], [1.015059, -5.732543, -0.599418], [3.913554, -3.253410, 0.864830], [5.100790, -1.970257, 2.627298], [4.070167, 0.051577, 3.603090], [1.879033, 0.837054, 2.833622], [-5.894790, -1.551379, -4.503347], [-5.005330, -0.687662, -3.617370], [-5.736685, 0.588113, -3.217077], [-3.687071, -0.357953, -4.307748], [-4.782605, -1.425103, -2.389438], [-3.629585, -2.163506, -1.560714], [-2.343212, -0.412231, -1.042003], [-2.624934, -3.196871, -2.272924], [-2.884916, -4.412792, -3.039993], [-4.305138, -4.905707, -2.797223], [-2.651897, -4.094634, -4.511035], [-1.872951, -5.456582, -2.584659], [-4.228771, -2.788015, -0.203400], [-5.482480, -2.608590, 0.514889], [-5.600871, -1.154530, 0.958227], [-6.663408, -2.998132, -0.369281], [-5.419283, -3.559901, 1.703071], [-6.150902, -1.017232, -5.417979], [-6.815294, -1.799043, -3.974230], [-5.388721, -2.476972, -4.774470], [-5.902119, 1.211517, -4.095819], [-5.148060, 1.145297, -2.484627], [-6.703968, 0.348081, -2.775593], [-3.877365, 0.189818, -5.230146], [-3.137460, -1.267979, -4.550576], [-3.065133, 0.252778, -3.651579], [-5.037708, -4.146755, -3.082611], [-4.449971, -5.151959, -1.743768], [-4.492114, -5.800036, -3.390267], [-3.372400, -3.366270, -4.879950], [-2.758635, -5.003219, -5.103068], [-1.645904, -3.698273, -4.653120], [-2.038144, -5.740234, -1.545233], [-0.859174, -5.067590, -2.698597], [-1.972118, -6.349004, -3.201894], [-5.640081, -0.504802, 0.081580], [-4.744186, -0.863855, 1.568039], [-6.511744, -1.012940, 1.539212], [-6.701929, -2.375664, -1.259659], [-7.590108, -2.872510, 0.190172], [-6.579872, -4.042550, -0.673134], [-4.553901, -3.356764, 2.334069], [-5.356976, -4.589424, 1.349033], [-6.320795, -3.456854, 2.306464], [-2.958540, -1.693517, 4.137661], [-1.825167, -0.511668, 4.643058], [-1.057667, -0.129924, 3.595029], [-1.357873, -0.757025, 2.410912], [-2.339746, -1.603222, 2.555622], [-1.785020, -0.165242, 5.662481], [-0.258673, 0.594213, 3.634468], [-2.736061, -2.197445, 1.744154], [-0.416750, 6.450933, 3.850791], [-0.426387, 5.459868, 3.271644], [-0.431294, 4.221276, 2.552020], [0.749978, 3.715155, 2.012247], [0.697827, 2.515569, 1.329901], [-0.432341, 1.823513, 1.179061], [-1.565238, 2.312333, 1.687069], [-1.614260, 3.505878, 2.377201], [1.681856, 4.251239, 2.119784], [1.586828, 2.095125, 0.878904], [-2.459057, 1.718860, 1.529856], [-2.548572, 3.880444, 2.770028]],
  "forces_ev_per_angstrom": [[0.4, 0.2, 0.7], [0.0, 0.0, 0.1], [-0.1, -0.1, 0.1], [0.1, 0.1, -0.3], [-0.1, -0.1, 0.2], [-0.1, 0.1, -0.2], [0.2, -0.2, 0.4], [0.2, -0.1, -0.4], [0.0, -0.1, 0.5], [0.0, 0.0, 0.0], [0.0, 0.0, 0.0], [0.0, 0.0, 0.0], [0.0, -0.1, 0.0], [-0.1, -0.1, -0.1], [0.0, 0.1, 0.0], [0.0, 0.0, -0.1], [-0.1, 0.0, 0.0], [0.1, 0.0, 0.0], [-0.1, 0.0, -0.1], [0.0, 0.0, -0.1], [0.0, 0.0, 0.1], [0.0, 0.1, 0.6], [-0.2, 0.1, -0.2], [0.0, 0.0, 0.1], [0.0, 0.0, 0.0], [0.0, 0.0, 0.0], [0.0, 0.0, 0.0], [0.0, 0.1, 0.1], [0.5, -0.2, -0.1], [-0.1, 0.0, 0.0], [0.1, -0.1, 0.0], [-0.2, 0.2, 0.1], [0.4, -0.1, 0.2], [-1.6, 0.4, -1.1], [0.0, 0.0, 0.0], [0.0, 0.0, 0.0], [0.0, 0.0, 0.0], [0.0, 0.0, 0.0], [0.0, 0.0, 0.0], [0.0, 0.0, 0.0], [0.0, 0.0, 0.0], [0.0, 0.0, 0.0], [0.0, 0.0, 0.0], [0.0, 0.0, 0.0], [0.0, 0.0, 0.0], [0.0, 0.0, 0.0], [0.1, -0.1, 0.0], [0.0, 0.0, 0.0], [0.1, 0.0, 0.2], [-0.1, 0.2, -0.2], [0.1, -0.1, 0.0], [0.0, -0.1, 0.2], [0.0, 0.0, -0.1], [0.4, 0.4, 0.3], [0.5, 0.4, 0.5], [0.0, 0.0, -0.2], [0.0, -0.3, -0.2], [0.1, 0.1, 0.1], [0.0, 0.1, 0.1], [-0.1, 0.2, 0.0], [-0.1, -0.2, 0.2], [-0.2, 0.0, 0.1], [0.1, -0.1, -0.1], [0.2, 0.0, 0.0], [0.0, 0.1, -0.1], [0.0, 0.0, 0.0], [0.0, 0.0, 0.0], [0.0, 0.0, 0.0], [0.0, 0.0, 0.0], [0.0, 0.0, 0.0], [0.0, 0.0, 0.0], [0.0, 0.0, 0.0], [0.0, 0.0, 0.0], [0.0, 0.1, -0.1], [0.0, 0.0, 0.0], [0.0, 0.0, 0.0], [0.0, 0.0, 0.0], [0.0, 0.0, 0.0], [0.0, 0.0, 0.0], [0.0, 0.0, 0.0], [0.0, 0.0, 0.0], [0.0, 0.0, 0.0], [0.0, 0.0, 0.0], [0.0, 0.0, 0.0], [0.0, 0.0, 0.0], [0.0, 0.0, 0.0], [-0.1, 0.0, 0.0], [0.0, 0.0, 0.0], [0.0, 0.0, 0.0], [0.0, 0.0, 0.0], [0.0, 0.0, 0.0], [0.0, 0.0, 0.0], [0.1, 0.1, -0.1], [-0.1, -0.1, -0.1], [0.1, 0.0, 0.2], [0.0, 0.1, -0.6], [-0.2, -0.1, 0.2], [0.0, 0.0, 0.0], [0.0, 0.0, 0.0], [0.0, 0.0, 0.0], [0.0, 0.0, 0.0], [0.0, 0.2, 0.1], [0.1, -0.3, -0.2], [-0.2, 0.1, 0.1], [0.1, 0.1, -0.1], [-0.1, -0.5, -0.2], [-0.2, 0.0, 0.0], [0.0, 0.1, 0.0], [0.0, 0.0, 0.0], [0.0, 0.0, 0.0], [0.0, 0.0, 0.0], [0.0, 0.0, 0.0]]
}


Question: Number 1 is which compound?
Answer: C42H54F24IN2O8PS